153
Properties=species:S:1:pos:R:3:forces:R:3:mulliken_spin:R:1 method="wB97M-V/def2-TZVPD" total_charge=+2 energy_ha=-3191.9372 spin_multiplicity=3
Pd 5.00771 -1.98419 1.83968 -2.435 1.232 -2.461 1.126
Ag 4.15346 -2.74557 4.71628 -0.879 0.362 -0.275 -0.007
C 1.65139 -1.13705 2.00690 0.912 0.026 -2.302 -0.065
O 1.90779 -0.60107 0.62085 1.887 -1.176 3.106 0.143
O 2.83573 -1.76833 2.48459 0.529 0.411 0.166 0.266
C 1.00508 -0.07176 2.93167 0.744 0.445 2.350 0.012
F 0.78934 -0.60689 4.19298 0.954 0.162 -1.326 0.001
F 1.75328 1.08758 3.16338 -0.954 -1.808 -0.910 0.001
F -0.19744 0.23074 2.49790 0.188 0.436 -0.605 0.003
C 0.89432 -0.14335 -0.21344 -2.554 0.320 1.053 -0.011
C 1.43585 0.08136 -1.53305 1.485 0.382 -1.417 -0.004
H 1.84094 -0.82209 -1.98890 -0.530 -0.100 -0.176 0.002
H 0.68592 0.57642 -2.14998 0.156 -0.155 -0.237 -0.003
H 2.31358 0.71964 -1.43165 0.035 0.456 -0.255 0.004
H 0.47668 0.79018 0.16366 -0.014 0.196 0.187 -0.002
H 0.04190 -0.81857 -0.28796 -0.083 -0.491 0.352 -0.010
H 0.88248 -1.88396 1.80940 -0.177 -0.253 0.541 0.007
C 6.27952 1.34499 1.32836 -0.022 0.615 1.644 -0.017
C 4.78573 1.02706 1.34613 0.590 1.649 -1.601 -0.014
C 3.89853 2.12964 0.66275 -0.471 0.320 -1.882 0.029
O 4.26179 2.37363 -0.75279 1.429 -0.761 1.336 0.000
C 3.45160 3.38269 -1.36865 -0.122 -0.772 0.678 -0.001
N 4.72268 -0.16934 0.52156 -0.819 -0.720 0.134 0.279
H 6.77516 1.37224 0.35795 -0.463 0.096 -0.100 0.000
H 6.76979 0.58503 1.93680 0.313 -0.166 -0.010 0.003
H 6.45697 2.27994 1.85985 0.156 0.098 -0.198 0.000
H 4.39096 0.81715 2.34021 -0.021 0.218 0.030 0.023
H 3.84426 3.09939 1.15745 0.510 -0.134 0.502 0.003
H 2.86794 1.78276 0.58745 -0.212 -0.273 0.505 -0.003
H 2.46088 2.93509 -1.28986 -0.566 0.926 -0.258 0.000
H 3.71504 3.54754 -2.41341 0.247 -0.514 0.102 0.000
H 3.57858 4.34302 -0.86888 -0.334 -0.009 0.249 0.001
H 5.16673 0.10029 -0.34459 0.881 -0.533 -0.360 0.001
H 3.76969 -0.32099 0.22339 -0.899 -0.501 0.281 -0.012
C -4.43015 -1.35987 0.33707 -0.040 0.017 0.379 0.000
C -4.45033 -1.44160 -1.19797 1.075 1.151 0.097 0.000
C -3.32608 -0.56751 -1.81790 -1.294 1.368 0.965 0.000
O -3.65934 0.79260 -1.48632 1.680 0.302 -0.313 0.000
C -2.50388 1.66698 -1.57241 -1.163 -0.553 -0.666 0.000
N -4.20200 -2.79568 -1.55134 0.193 -1.902 -0.131 0.000
H -4.73797 -2.31007 0.77348 0.034 -0.175 -0.213 0.000
H -5.09146 -0.62965 0.80351 0.035 0.273 -0.445 0.000
H -3.42635 -1.14284 0.70230 0.206 -0.004 0.019 0.000
H -5.41518 -1.06053 -1.53258 0.018 -0.238 -0.360 0.000
H -3.23219 -0.69026 -2.89688 -0.227 -0.051 -0.271 0.000
H -2.34595 -0.77211 -1.38711 0.191 -0.517 0.330 0.000
H -1.97109 1.58336 -2.51964 -0.342 -0.030 -0.484 0.000
H -1.72025 1.43198 -0.85214 -0.225 0.036 0.775 0.000
H -2.90174 2.67922 -1.50048 0.339 -0.077 0.280 0.000
H -3.30583 -3.06508 -1.17135 0.087 -0.142 0.532 0.000
H -4.04123 -3.01796 -2.52338 -0.601 0.539 -0.491 0.000
C -1.50103 -4.45319 1.91288 -0.616 1.556 -1.064 0.000
C -1.45978 -5.32076 0.64017 -0.296 2.095 -0.651 0.000
C -0.62685 -4.77629 -0.61557 -1.358 0.260 0.891 0.001
O -1.27221 -3.63399 -1.25255 0.998 -0.892 -0.071 0.000
C -0.46079 -3.26612 -2.38031 -0.466 0.753 0.655 0.000
N -1.14207 -6.61505 1.04670 0.946 -2.653 -0.542 0.000
H -2.11656 -3.57915 1.70012 0.037 0.402 0.118 0.000
H -0.52885 -4.08147 2.23660 0.292 -0.217 0.012 0.000
H -2.00134 -4.94143 2.74920 0.166 -0.298 -0.167 0.000
H -2.46938 -5.41147 0.23942 -0.221 0.385 -0.005 0.000
H -0.59710 -5.53202 -1.40047 0.237 -0.484 0.357 0.000
H 0.37680 -4.46457 -0.32636 0.346 -0.146 0.121 0.001
H 0.39956 -2.70412 -2.01691 0.386 0.099 0.077 0.000
H -1.02186 -2.57755 -3.01211 -0.169 -0.176 0.025 0.000
H -0.07562 -4.09077 -2.98006 -0.296 -0.325 0.050 0.000
H -1.86900 -6.91757 1.67927 0.206 -0.387 0.033 0.000
H -0.24511 -6.71249 1.50067 0.030 0.093 0.158 0.000
C -4.74123 4.16925 4.19686 1.883 -0.420 0.147 0.000
C -3.95122 5.35550 3.57056 -1.187 -0.268 0.143 0.000
C -2.73610 4.98995 2.69793 -0.236 -1.463 1.084 0.000
O -1.84352 4.17303 3.50712 0.822 -0.170 -0.898 0.000
C -0.90374 3.40332 2.72771 -0.270 0.323 0.468 0.000
N -4.95412 6.12194 2.79506 0.938 0.031 0.118 0.000
H -5.48154 4.50382 4.92356 -0.032 0.182 -0.208 0.000
H -4.01293 3.56405 4.73669 -0.127 -0.270 0.233 0.000
H -5.19780 3.50305 3.46487 -0.119 0.207 -0.212 0.000
H -3.65637 5.97615 4.41671 0.401 0.151 -0.136 0.000
H -2.20469 5.84939 2.28918 -0.138 0.132 0.052 0.000
H -3.07067 4.31989 1.90598 -0.233 0.231 -0.506 0.000
H -0.40089 3.95090 1.93060 -0.166 0.551 -0.076 0.000
H -1.32543 2.51489 2.25765 -0.631 -0.006 -0.016 0.000
H -0.10305 3.02886 3.36549 -0.163 0.228 0.434 0.000
H -5.67528 6.24061 3.49216 -0.472 0.526 -0.194 0.000
H -5.34255 5.43274 2.16719 -0.305 0.054 -0.466 0.000
C 0.91356 -1.04569 -5.00366 -0.361 -0.624 0.470 0.001
C 0.95714 -1.97714 -6.27169 -0.132 0.925 1.235 0.000
C 0.47406 -3.45788 -6.10729 0.179 1.939 -0.149 0.000
O 1.46571 -4.15460 -5.43505 1.164 0.702 0.299 0.000
C 1.24978 -5.51602 -5.37991 -0.163 -0.690 0.461 0.000
N 0.07490 -1.29818 -7.18850 -0.065 0.850 -1.150 0.000
H 1.27487 -0.02454 -5.12531 0.388 -0.036 -0.917 0.000
H 1.51309 -1.39325 -4.16231 -0.148 -0.490 0.034 0.000
H -0.10688 -0.84483 -4.67738 -0.254 -0.521 0.127 0.000
H 2.00847 -1.88239 -6.54341 0.225 -0.884 -0.464 0.000
H 0.24053 -3.87005 -7.08896 0.359 -0.124 -0.326 0.000
H -0.48121 -3.48351 -5.58299 -0.198 0.109 0.385 0.000
H 2.07496 -5.99902 -4.85658 0.160 0.125 -0.048 0.000
H 1.18142 -5.95419 -6.37561 -0.266 -0.140 -0.053 0.000
H 0.35505 -5.67696 -4.77854 -0.399 -0.561 -0.196 0.000
H 0.41296 -0.34859 -7.25243 -0.364 0.703 0.698 0.000
H 0.25299 -1.48798 -8.16438 -0.134 -1.271 -0.317 0.000
C -1.71428 5.42050 -1.16923 0.609 0.371 -1.057 0.000
C -1.51187 5.91804 -2.62614 0.498 -0.141 -0.384 0.000
C -1.58974 4.82761 -3.69168 -1.736 -0.548 0.789 0.000
O -0.77545 3.70238 -3.45990 0.730 0.308 0.159 0.000
C 0.59305 4.01066 -3.42856 0.116 -0.702 -0.290 0.000
N -2.51186 6.94409 -2.82624 -0.951 -0.430 0.312 0.000
H -1.01667 4.63470 -0.87947 0.024 0.046 0.004 -0.001
H -2.73567 5.06176 -1.04203 -0.020 0.026 -0.063 0.000
H -1.56673 6.30992 -0.55665 0.029 -0.229 0.418 0.000
H -0.55836 6.40450 -2.83177 0.746 -0.199 0.852 0.000
H -1.46622 5.26036 -4.68444 0.266 -0.043 -0.205 0.000
H -2.57015 4.35530 -3.62983 -0.405 0.454 -0.289 0.000
H 0.91542 4.52243 -2.52176 -0.095 0.196 0.140 0.000
H 0.88284 4.59061 -4.30479 0.126 0.174 -0.084 0.000
H 1.09017 3.04170 -3.47415 0.291 0.023 -0.013 0.000
H -2.32930 7.64476 -3.53038 0.231 -0.049 0.151 0.000
H -2.62243 7.34343 -1.90515 -0.439 0.738 -0.408 0.000
C -0.48896 3.39825 6.88170 0.455 -1.306 -1.268 0.000
C -1.68663 2.45481 6.76344 0.833 -0.009 -0.030 0.000
C -1.24457 1.05186 6.17705 -1.043 1.289 0.374 0.000
O -2.38586 0.21735 6.01829 1.180 -0.929 -0.564 0.000
C -2.13255 -0.87413 5.08933 -1.073 0.147 1.170 0.000
N -2.29526 2.43857 8.10502 -0.470 -0.828 -0.880 0.000
H -0.05653 3.42755 5.88156 -0.023 0.791 -0.247 0.000
H 0.31874 2.91451 7.43097 -0.190 0.259 0.742 0.000
H -0.76770 4.38384 7.25454 0.218 -0.140 -0.065 0.000
H -2.33903 2.86625 5.99324 -0.300 0.087 -0.003 0.000
H -0.45530 0.62924 6.79877 -0.039 -0.419 0.268 0.000
H -0.86481 1.16436 5.16155 0.448 0.664 -0.044 0.000
H -1.21584 -1.45380 5.19756 0.318 0.288 0.829 0.000
H -2.11668 -0.59523 4.03574 -0.489 0.503 -0.040 0.000
H -2.95549 -1.54108 5.34632 0.000 -0.155 -0.645 0.000
H -2.41226 3.39567 8.40564 0.270 0.238 0.102 0.000
H -3.24998 2.13941 7.96675 -0.284 -0.484 0.346 0.000
C 3.90951 -2.45333 -2.35038 -0.860 -0.083 0.621 0.002
C 3.45508 -3.32360 -1.15623 -0.610 -0.949 -0.566 -0.017
C 3.28131 -4.89032 -1.54631 -0.689 0.768 0.850 0.026
O 2.88134 -5.71917 -0.41377 1.340 2.671 -0.087 0.001
C 2.93911 -7.10610 -0.63297 -0.487 -0.311 -0.279 0.000
N 4.38287 -3.24888 -0.05446 2.171 -0.938 1.921 0.231
H 3.13337 -2.53893 -3.11089 0.091 0.217 -0.156 0.001
H 4.87078 -2.64428 -2.82744 0.038 -0.751 0.299 -0.001
H 3.98937 -1.41958 -2.01411 -0.302 0.106 -0.077 -0.003
H 2.57195 -2.97946 -0.61795 -0.756 0.196 -1.071 -0.009
H 4.23044 -5.17974 -1.99742 0.155 -0.457 0.104 -0.002
H 2.49427 -4.95807 -2.29736 0.009 0.165 -0.247 0.010
H 3.89084 -7.41316 -1.06656 -0.059 -0.059 -0.238 0.000
H 2.07214 -7.33760 -1.25174 0.239 -0.588 -0.295 0.001
H 2.81777 -7.62070 0.32022 0.000 0.213 0.030 0.000
H 4.08544 -3.99668 0.55581 -0.467 -0.491 0.501 0.007
H 5.26839 -3.61935 -0.36864 0.747 0.218 -0.280 -0.001